Entry 1:
C17H45O16S5Zn | ωB97M-V/def2-TZVPD

Computed properties:
* gap between HOMO and LUMO: 8.24 eV
* HOMO: -10.0 eV
* DFT total energy: -5648.5175 hartree
* energy relative to the best compared isomer or geometry (same formula, charge and spin): 0.0 kcal/mol

```
! RIJCOSX wB97M-V def2-TZVPD def2/J DEFGRID3
* xyz 1 1
Zn -11.303 -27.360 0.365
C -14.935 -26.545 2.417
C -13.749 -27.446 2.563
O -12.800 -27.298 1.567
H -14.603 -25.531 2.171
H -15.480 -26.375 3.349
H -15.620 -26.935 1.665
H -14.099 -28.490 2.493
H -13.384 -27.423 3.602
O -12.008 -27.884 -1.555
S -12.331 -27.776 -2.979
O -12.010 -26.552 -3.667
O -11.675 -29.021 -3.785
C -11.981 -29.001 -5.199
C -10.687 -28.680 -5.933
C -14.103 -28.020 -3.124
H -12.876 -28.509 -5.590
H -12.342 -30.003 -5.461
H -10.631 -27.656 -6.307
H -10.480 -29.334 -6.781
H -9.795 -28.781 -5.314
H -14.386 -28.989 -3.525
H -14.464 -27.264 -3.822
H -14.507 -27.749 -2.151
O -9.172 -31.094 0.401
S -10.565 -30.720 0.298
O -10.978 -29.372 0.620
O -11.173 -31.253 -1.113
C -10.395 -32.143 -1.949
C -11.192 -32.319 -3.266
C -11.491 -31.752 1.437
H -10.198 -33.045 -1.372
H -9.451 -31.678 -2.231
H -10.862 -31.539 -3.938
H -12.239 -32.419 -2.978
H -10.977 -33.343 -3.577
H -10.885 -32.141 2.251
H -12.113 -32.497 0.949
H -12.218 -31.104 1.933
O -9.374 -23.744 -0.675
S -10.702 -24.010 -0.210
O -11.033 -25.407 0.078
O -10.950 -23.214 1.150
C -12.158 -23.488 1.969
C -11.677 -24.348 3.130
C -11.916 -23.233 -1.319
H -12.952 -23.964 1.398
H -12.496 -22.553 2.409
H -11.564 -25.399 2.850
H -12.465 -24.371 3.886
H -10.721 -24.024 3.537
H -12.270 -24.081 -1.899
H -11.223 -22.589 -1.857
H -12.561 -22.681 -0.647
O -8.767 -28.785 -2.797
S -8.536 -27.663 -1.919
O -9.395 -27.393 -0.797
O -7.014 -27.780 -1.364
C -6.782 -28.946 -0.519
C -5.357 -28.688 -0.076
C -8.346 -26.193 -3.018
H -7.014 -29.820 -1.135
H -7.456 -29.109 0.326
H -5.314 -27.975 0.751
H -4.733 -28.344 -0.895
H -4.909 -29.540 0.445
H -8.220 -25.299 -2.411
H -9.298 -26.068 -3.535
H -7.545 -26.421 -3.713
O -7.638 -27.950 2.609
S -8.675 -26.956 2.681
O -9.817 -27.130 1.837
O -9.184 -26.827 4.210
C -8.286 -26.496 5.250
C -9.162 -25.922 6.384
C -7.802 -25.311 2.412
H -7.647 -25.631 5.082
H -7.883 -27.412 5.685
H -9.520 -24.953 6.035
H -8.458 -25.809 7.211
H -9.997 -26.545 6.695
H -6.827 -25.454 2.870
H -8.354 -24.504 2.889
H -7.649 -25.065 1.362
*
```


Entry 2:
C17H49ClFIN7O4P5 | ωB97M-V/def2-TZVPD

Computed properties:
* gap between HOMO and LUMO: 7.12 eV
* SMILES: CCP(C)P(Cl)(I)(CC(=O)F)P(N)O.CN(C)P(=O)(N(C)C)N(C)C.CN(C)P(=O)(N(C)C)N(C)C
* HOMO: -8.0 eV
* DFT total energy: -3925.7104 hartree

```
! RIJCOSX wB97M-V def2-TZVPD def2/J DEFGRID3
* xyz 0 1
C -2.943 0.304 -2.912
C -3.796 0.929 -4.129
P -2.810 1.060 -5.768
C -4.195 1.003 -7.102
P -1.672 2.923 -5.874
Cl -2.856 3.658 -7.551
I -0.083 2.228 -4.098
C -0.160 2.981 -7.085
C 0.702 1.636 -7.013
O 1.951 1.746 -7.007
F 0.158 0.322 -6.931
P -2.170 4.808 -4.841
N -0.854 5.391 -3.834
O -2.247 5.978 -6.125
H -3.675 -0.224 -2.192
H -2.167 -0.437 -3.319
H -2.370 1.138 -2.380
H -4.349 1.899 -3.860
H -4.632 0.158 -4.357
H -5.009 1.770 -6.871
H -4.681 -0.040 -6.952
H -3.785 1.046 -8.162
H -0.568 3.107 -8.159
H 0.521 3.871 -6.812
H -0.860 4.967 -2.897
H 0.069 5.322 -4.289
H -2.820 6.729 -5.855
C -2.210 3.569 3.541
N -2.340 2.929 2.246
C -3.659 3.139 1.653
P -1.401 1.655 1.576
O -1.226 2.407 0.245
N 0.249 1.863 2.037
C 0.723 2.502 3.251
C 1.227 2.100 0.974
N -1.611 0.708 3.063
C -0.843 -0.564 3.010
C -3.002 0.292 3.342
H -2.306 2.876 4.383
H -2.967 4.344 3.695
H -1.263 4.099 3.629
H -4.381 2.388 1.991
H -3.613 3.079 0.562
H -4.066 4.128 1.882
H 0.769 3.592 3.144
H 1.734 2.156 3.496
H 0.122 2.251 4.125
H 1.201 3.139 0.633
H 1.044 1.444 0.121
H 2.245 1.878 1.313
H -1.175 -1.191 2.175
H -0.958 -1.127 3.940
H 0.229 -0.400 2.897
H -3.457 -0.194 2.473
H -3.631 1.132 3.638
H -3.043 -0.400 4.188
C 2.929 -2.715 0.820
N 2.746 -2.642 2.257
C 2.859 -1.276 2.762
P 2.879 -3.896 3.424
O 1.544 -3.504 4.082
N 2.250 -5.361 2.765
C 2.238 -5.730 1.361
C 1.075 -5.947 3.410
N 4.454 -4.366 2.750
C 4.997 -5.573 3.427
C 5.518 -3.349 2.893
H 3.922 -3.067 0.524
H 2.793 -1.742 0.338
H 2.178 -3.351 0.355
H 3.899 -1.009 2.978
H 2.293 -1.152 3.690
H 2.455 -0.537 2.064
H 1.380 -5.297 0.835
H 2.172 -6.819 1.252
H 3.156 -5.452 0.842
H 0.157 -5.430 3.113
H 1.165 -5.908 4.497
H 0.966 -7.006 3.154
H 5.143 -5.394 4.498
H 5.954 -5.866 2.985
H 4.345 -6.440 3.320
H 5.598 -2.995 3.925
H 5.353 -2.489 2.243
H 6.488 -3.750 2.586
*
```


Entry 3:
C17H49F4K3N2O32P5S5 | ωB97M-V/def2-TZVPD

Computed properties:
* gap between HOMO and LUMO: 5.89 eV
* HOMO: -11.8 eV
* DFT total energy: -9091.5710 hartree

```
! RIJCOSX wB97M-V def2-TZVPD def2/J DEFGRID3
* xyz 1 1
K 0.992 -5.359 -2.238
K 0.825 -5.242 1.349
K -2.377 -5.216 -0.730
N 0.026 -3.111 -0.577
S 1.512 -2.370 -0.956
O 1.795 -1.159 -0.333
O 1.965 -2.680 -2.273
F 2.415 -3.429 -0.126
S -0.873 -1.806 -0.667
O -0.923 -1.231 -1.966
O -0.933 -0.997 0.472
F -2.288 -2.590 -0.659
N -1.907 -5.297 1.933
S -2.310 -6.575 2.958
O -3.423 -6.349 3.794
O -1.162 -7.230 3.452
F -2.918 -7.483 1.804
S -2.123 -4.096 2.950
O -1.451 -4.121 4.205
O -3.374 -3.461 2.861
F -1.162 -3.109 2.114
C 4.696 -1.077 2.098
O 5.061 -0.295 0.957
P 5.679 -0.983 -0.297
O 4.967 -2.156 -0.824
O 5.835 0.226 -1.285
C 5.255 0.232 -2.593
O 7.152 -1.252 0.202
C 7.977 -2.205 -0.444
H 3.618 -1.226 2.095
H 4.996 -0.522 2.983
H 5.219 -2.033 2.127
H 4.589 -0.616 -2.752
H 6.056 0.161 -3.328
H 4.720 1.166 -2.733
H 9.016 -1.884 -0.457
H 7.729 -2.328 -1.506
H 7.883 -3.187 0.017
C 2.715 4.952 -1.013
O 1.385 4.841 -1.520
P 0.328 3.897 -0.829
O -0.916 3.783 -1.578
O 1.076 2.504 -0.599
C 1.494 1.770 -1.728
O 0.235 4.424 0.645
C -0.999 4.360 1.377
H 2.788 4.744 0.055
H 3.011 5.988 -1.166
H 3.395 4.298 -1.560
H 0.940 0.827 -1.772
H 2.570 1.598 -1.734
H 1.215 2.209 -2.696
H -0.977 3.478 2.016
H -1.865 4.265 0.724
H -1.132 5.261 1.969
C -2.925 4.141 4.637
O -3.397 2.837 4.245
P -4.190 2.639 2.908
O -3.656 3.333 1.736
O -4.197 1.058 2.770
C -2.943 0.496 2.417
O -5.676 2.974 3.268
C -6.627 3.027 2.184
H -3.700 4.632 5.224
H -2.760 4.769 3.760
H -1.994 3.999 5.176
H -3.071 -0.436 1.872
H -2.265 0.349 3.263
H -2.393 1.171 1.751
H -6.550 3.983 1.669
H -7.611 2.904 2.623
H -6.417 2.246 1.454
C 0.800 0.805 2.332
O 0.488 1.899 3.175
P 1.057 2.069 4.626
O 0.557 3.252 5.313
O 0.734 0.677 5.329
C -0.470 0.532 6.087
O 2.617 1.991 4.402
C 3.470 1.584 5.495
H 0.704 1.109 1.286
H 0.157 -0.045 2.537
H 1.873 0.582 2.286
H -0.935 -0.409 5.790
H -1.181 1.329 5.865
H -0.286 0.491 7.158
H 2.930 1.041 6.267
H 3.877 2.488 5.942
H 4.251 0.975 5.052
C -3.182 1.361 -1.913
O -3.536 0.897 -3.228
P -4.878 0.119 -3.427
O -6.077 0.730 -2.875
O -4.623 -1.348 -2.824
C -3.865 -2.300 -3.524
O -4.822 -0.070 -4.987
C -5.991 -0.518 -5.689
H -3.204 2.447 -1.882
H -2.201 0.983 -1.650
H -3.903 1.034 -1.156
H -3.672 -3.179 -2.902
H -2.896 -1.903 -3.848
H -4.364 -2.642 -4.435
H -5.819 -1.544 -6.029
H -6.169 0.153 -6.519
H -6.844 -0.613 -5.013
C 1.608 -2.299 -5.951
C 2.763 -1.552 -5.294
O 3.739 -1.399 -6.316
S 3.156 -1.710 -7.761
O 3.616 -2.968 -8.213
O 3.278 -0.568 -8.570
O 1.631 -1.857 -7.290
H 0.660 -2.118 -5.451
H 1.774 -3.388 -5.929
H 3.135 -2.005 -4.381
H 2.405 -0.545 -5.053
*
```


Q: The highest gap between HOMO and LUMO belongs to which entry?
A: C17H45O16S5Zn


Q: HOMO of number 1 (C17H45O16S5Zn)?
A: -10.0 eV


Q: Which value of DFT total energy does entry 1 give?
A: -5648.5175 hartree


Copy entry 2 word for word.
C17H49ClFIN7O4P5 | ωB97M-V/def2-TZVPD

Computed properties:
* gap between HOMO and LUMO: 7.12 eV
* SMILES: CCP(C)P(Cl)(I)(CC(=O)F)P(N)O.CN(C)P(=O)(N(C)C)N(C)C.CN(C)P(=O)(N(C)C)N(C)C
* HOMO: -8.0 eV
* DFT total energy: -3925.7104 hartree

```
! RIJCOSX wB97M-V def2-TZVPD def2/J DEFGRID3
* xyz 0 1
C -2.943 0.304 -2.912
C -3.796 0.929 -4.129
P -2.810 1.060 -5.768
C -4.195 1.003 -7.102
P -1.672 2.923 -5.874
Cl -2.856 3.658 -7.551
I -0.083 2.228 -4.098
C -0.160 2.981 -7.085
C 0.702 1.636 -7.013
O 1.951 1.746 -7.007
F 0.158 0.322 -6.931
P -2.170 4.808 -4.841
N -0.854 5.391 -3.834
O -2.247 5.978 -6.125
H -3.675 -0.224 -2.192
H -2.167 -0.437 -3.319
H -2.370 1.138 -2.380
H -4.349 1.899 -3.860
H -4.632 0.158 -4.357
H -5.009 1.770 -6.871
H -4.681 -0.040 -6.952
H -3.785 1.046 -8.162
H -0.568 3.107 -8.159
H 0.521 3.871 -6.812
H -0.860 4.967 -2.897
H 0.069 5.322 -4.289
H -2.820 6.729 -5.855
C -2.210 3.569 3.541
N -2.340 2.929 2.246
C -3.659 3.139 1.653
P -1.401 1.655 1.576
O -1.226 2.407 0.245
N 0.249 1.863 2.037
C 0.723 2.502 3.251
C 1.227 2.100 0.974
N -1.611 0.708 3.063
C -0.843 -0.564 3.010
C -3.002 0.292 3.342
H -2.306 2.876 4.383
H -2.967 4.344 3.695
H -1.263 4.099 3.629
H -4.381 2.388 1.991
H -3.613 3.079 0.562
H -4.066 4.128 1.882
H 0.769 3.592 3.144
H 1.734 2.156 3.496
H 0.122 2.251 4.125
H 1.201 3.139 0.633
H 1.044 1.444 0.121
H 2.245 1.878 1.313
H -1.175 -1.191 2.175
H -0.958 -1.127 3.940
H 0.229 -0.400 2.897
H -3.457 -0.194 2.473
H -3.631 1.132 3.638
H -3.043 -0.400 4.188
C 2.929 -2.715 0.820
N 2.746 -2.642 2.257
C 2.859 -1.276 2.762
P 2.879 -3.896 3.424
O 1.544 -3.504 4.082
N 2.250 -5.361 2.765
C 2.238 -5.730 1.361
C 1.075 -5.947 3.410
N 4.454 -4.366 2.750
C 4.997 -5.573 3.427
C 5.518 -3.349 2.893
H 3.922 -3.067 0.524
H 2.793 -1.742 0.338
H 2.178 -3.351 0.355
H 3.899 -1.009 2.978
H 2.293 -1.152 3.690
H 2.455 -0.537 2.064
H 1.380 -5.297 0.835
H 2.172 -6.819 1.252
H 3.156 -5.452 0.842
H 0.157 -5.430 3.113
H 1.165 -5.908 4.497
H 0.966 -7.006 3.154
H 5.143 -5.394 4.498
H 5.954 -5.866 2.985
H 4.345 -6.440 3.320
H 5.598 -2.995 3.925
H 5.353 -2.489 2.243
H 6.488 -3.750 2.586
*
```